1.
DFT (the ωB97M-V functional and the def2-TZVPD basis) results for C16H24N4O2S as an isolated structure at a distorted geometry.

XYZ file:
```
47
Properties=species:S:1:pos:R:3:forces:R:3
C -0.863626 -0.829441 -2.507158 2.554 -3.869 -8.930
C -1.573948 -2.111935 -2.385052 -5.387 -0.931 -0.331
C -1.253705 -2.741562 -1.101956 -5.000 -6.034 2.963
C -1.880449 -2.203739 0.178614 -5.686 -3.064 -1.273
N -1.278298 -1.094220 0.366247 2.988 13.556 4.113
C -0.062800 -0.838947 0.965302 -1.022 -0.128 -0.206
N 0.142414 0.380449 1.355111 -0.290 1.377 -1.462
N -0.916693 1.213313 0.859492 -0.690 -3.021 1.106
C -1.875816 0.382712 0.489338 7.636 -3.582 0.432
C -3.132726 0.721012 0.277437 -6.584 3.937 -1.056
C -4.217255 0.460335 -0.506454 3.997 -10.690 -4.218
C -5.352928 1.247458 -0.521353 3.115 -4.878 -2.490
C -4.826811 1.946955 0.328302 -0.358 15.598 9.754
O -3.581420 1.994972 0.904332 -1.248 -3.402 -2.423
H -5.357702 2.985704 0.685403 1.062 -2.478 -0.386
H -6.263065 1.039000 -0.791820 -4.615 -0.581 -1.832
H -4.081311 -0.771842 -1.093194 -0.651 4.124 1.422
S 1.080302 -2.117217 1.131832 1.742 0.216 0.163
C 2.682854 -1.079241 1.627715 -6.851 -9.129 10.021
H 3.184366 -1.924320 2.217422 0.072 1.424 -1.544
H 2.194517 -0.511952 2.381475 -0.244 0.749 0.828
C 3.208025 -0.369924 0.719175 9.518 1.086 -10.207
O 4.231890 -0.894588 0.029742 -3.362 1.761 2.261
N 2.806862 0.825740 0.526567 6.952 2.505 -4.691
H 1.996571 1.203829 0.573792 -7.042 1.899 2.061
C 3.387293 1.684766 -0.737291 -4.112 -2.434 1.453
C 4.820457 1.719733 -0.618290 -2.365 14.569 1.584
H 5.085880 2.507724 0.316702 -0.541 -2.703 -1.534
H 5.264113 0.927267 -0.598922 5.172 -8.729 0.118
H 5.172520 2.539756 -1.331258 -0.033 -1.665 -0.119
C 2.549024 3.083248 -0.602788 -1.902 -9.756 1.935
H 2.754894 3.406037 0.275086 1.808 3.029 5.518
H 1.495877 2.834882 -0.559619 -0.372 -0.115 -0.422
H 2.774037 3.538335 -1.370382 2.119 5.435 -7.301
C 2.931286 0.955136 -2.072915 2.638 -0.812 4.115
H 1.931893 1.066878 -2.120481 -3.560 -0.821 -0.366
H 3.497148 0.070002 -2.337144 -0.620 -0.456 0.406
H 3.283803 1.683642 -2.625916 1.714 3.463 -3.959
H -1.758734 -2.809045 1.058023 0.045 -1.175 0.172
H -3.126284 -1.868140 0.237106 3.290 -1.652 -0.820
H -0.252407 -3.039154 -0.829090 0.378 0.045 -0.607
H -1.999961 -3.754585 -0.873937 2.467 1.371 -1.955
H -2.891761 -1.916251 -2.403266 3.685 -0.437 0.213
H -1.554682 -2.931087 -3.174078 0.781 1.639 0.469
H -1.158504 -0.400946 -3.678131 1.438 -0.993 3.179
H -1.061035 -0.103482 -1.922421 -1.685 4.691 4.383
H 0.227303 -1.140982 -2.402975 -0.950 1.059 -0.537
```
Forces are in eV/Å.

E_HOMO (eV): -8.373
Charge: 0
Frontier orbital gap (eV): 8.366

---

2.
DFT (the ωB97M-V functional and the def2-TZVPD basis) results for C16H24N4O2S3 as an isolated structure at a distorted geometry.

XYZ file:
```
49
Properties=species:S:1:pos:R:3:forces:R:3
C -5.304049 -1.483236 -2.096910 0.205 0.123 0.052
H -5.276517 -2.546133 -1.864729 -0.022 -0.116 -0.010
H -5.626822 -1.361498 -3.127146 -0.088 -0.035 -0.127
H -6.025956 -0.998759 -1.445186 -0.073 0.031 0.037
C -3.932157 -0.843823 -1.904498 -0.244 0.123 -0.077
N -3.448394 -0.994833 -0.540039 0.043 -0.053 -0.269
C -3.881033 -0.080387 0.351064 -0.194 -0.140 0.344
O -4.666840 0.797274 0.052374 -0.299 0.167 -0.056
C -3.448518 -0.182766 1.812655 0.334 0.292 0.104
H -3.910408 -1.050065 2.288544 0.032 0.012 0.012
H -3.805483 0.724557 2.301167 -0.084 -0.160 -0.151
S -1.672917 -0.339610 2.175776 -0.084 -0.248 0.332
C -1.006696 0.805761 1.052361 -0.290 0.363 -0.296
N -1.768077 1.504644 0.261344 -0.285 -0.058 0.312
S -0.892102 2.436227 -0.754979 0.910 -0.384 0.379
C 0.629954 1.912959 -0.115195 -0.159 0.117 0.031
C 0.402936 1.007148 0.908575 -0.871 0.857 -0.895
C 1.343415 0.343220 1.697821 0.508 -0.294 0.451
N 2.101374 -0.214234 2.358289 0.150 -0.100 0.167
S 2.092230 2.545440 -0.793499 0.318 0.063 0.061
C 3.320897 1.290238 -0.323277 -0.551 0.270 -0.025
H 3.492660 1.355388 0.749871 0.147 -0.080 -0.128
C 2.849174 -0.102730 -0.747352 0.277 0.122 -0.082
O 1.816584 -0.247193 -1.375636 -0.172 -0.129 -0.176
N 3.635630 -1.131362 -0.389411 0.027 -0.315 -0.060
C 4.880638 -1.024379 0.340749 0.325 0.215 -0.097
C 6.079578 -0.836586 -0.588319 -0.164 -0.080 0.219
H 6.994327 -0.794256 -0.003733 0.160 0.012 0.016
H 5.992695 0.082521 -1.161766 0.012 0.097 -0.067
H 6.153083 -1.666626 -1.286721 0.032 -0.068 -0.086
H 4.826847 -0.206502 1.060176 -0.023 -0.118 0.049
H 5.006069 -1.947978 0.909384 -0.061 0.115 0.074
C 3.198366 -2.473850 -0.741224 -0.286 -0.178 -0.050
C 2.477337 -3.154917 0.416965 0.116 0.126 -0.192
H 3.130164 -3.257906 1.280093 0.030 -0.036 0.129
H 2.143791 -4.143100 0.112182 -0.045 -0.145 0.008
H 1.614360 -2.565841 0.714502 -0.101 0.029 0.037
H 2.520106 -2.381088 -1.591905 0.190 -0.074 0.058
H 4.073711 -3.053598 -1.044601 -0.011 0.037 -0.039
H 4.227180 1.576619 -0.856206 0.029 0.015 0.049
C -2.695566 -2.197561 -0.254223 0.278 -0.207 0.005
C -1.275535 -2.172549 -0.819171 -0.242 0.024 0.120
H -1.280070 -2.097119 -1.902906 0.028 -0.011 -0.122
H -0.762809 -3.089803 -0.542048 0.108 -0.128 -0.007
H -0.708996 -1.331962 -0.430888 0.083 0.069 0.021
H -2.651100 -2.355362 0.822999 -0.091 -0.058 -0.130
H -3.236382 -3.045028 -0.692257 -0.015 0.020 0.114
H -3.202317 -1.290975 -2.580344 0.023 0.050 0.027
H -4.000521 0.226640 -2.109121 0.090 -0.134 -0.068
```
Forces are in eV/Å.

E_HOMO (eV): -8.560
Charge: 0
Frontier orbital gap (eV): 8.788

---

3.
DFT (the ωB97M-V functional and the def2-TZVPD basis) results for a 5-piece molecular cluster, C16H24N4O5 overall at a distorted geometry.

XYZ file:
```
49
Properties=species:S:1:pos:R:3:forces:R:3
C 2.060470 -3.061447 2.004689 0.435 -0.559 0.647
C 1.983803 -2.444070 0.997627 -1.093 0.556 -0.570
O 1.579491 -1.634050 0.040335 0.582 -0.069 0.070
C 1.478528 -0.305996 0.415371 0.147 0.581 0.002
O 1.400100 0.515999 -0.421686 -0.072 0.510 -1.039
O 1.493303 -0.048629 1.723090 0.060 -0.545 -0.118
C 0.206696 -0.200647 2.314964 -0.068 0.265 1.096
O -0.479279 0.997960 2.230664 -0.002 -0.163 -0.304
C -1.850982 0.810611 1.917685 -0.553 0.200 -0.612
C -2.112001 0.274925 0.492674 -0.157 0.192 0.575
O -2.985225 -0.832386 0.514056 0.462 0.092 -0.390
C -2.373452 -2.080386 0.289476 -0.172 -1.039 0.219
C -2.320452 -2.951137 1.554490 0.183 0.550 0.024
H 2.221715 -3.550139 2.917836 0.185 -0.495 0.414
H -0.338200 -1.041560 1.890137 -0.033 -0.079 -0.306
H 0.397876 -0.415011 3.360095 0.237 -0.188 0.208
H -2.369287 0.174547 2.631632 0.198 -0.190 0.030
H -2.312641 1.785324 1.991384 0.072 0.346 0.213
H -2.597033 1.036926 -0.104233 -0.113 0.278 -0.106
H -1.158405 0.071085 0.006779 0.062 -0.245 -0.135
H -2.965463 -2.592318 -0.460830 -0.131 -0.085 -0.250
H -1.365954 -2.011840 -0.120811 0.119 0.469 -0.121
H -2.459517 -2.295493 2.408927 -0.167 -0.034 0.244
H -1.357159 -3.432198 1.676604 0.245 -0.196 -0.088
H -3.081463 -3.715704 1.567387 -0.300 -0.128 0.061
C 1.068224 1.944495 -3.542189 -0.071 -0.012 -0.135
C 0.562531 1.886040 -4.912562 0.054 -0.099 0.197
N 0.165620 1.840157 -5.987569 -0.026 -0.013 -0.075
H 2.154397 1.887177 -3.546512 0.014 -0.011 0.022
H 0.762577 2.878619 -3.074773 -0.001 0.002 0.024
H 0.672594 1.112929 -2.964081 0.027 0.001 0.049
C 0.616108 4.949725 -6.188906 0.009 0.331 0.005
C 0.773968 6.395797 -6.028124 -0.024 -0.188 -0.032
N 0.896754 7.528577 -5.899088 0.014 0.088 0.020
H 0.670464 4.685420 -7.241907 -0.008 -0.062 -0.003
H 1.406403 4.431601 -5.653859 0.035 -0.015 -0.010
H -0.346733 4.635798 -5.795341 -0.016 -0.036 -0.015
C 5.183875 -3.667773 -0.891610 0.019 -0.076 0.048
C 5.542823 -4.883164 -0.164531 -0.054 0.137 -0.077
N 5.822888 -5.836999 0.406473 0.018 -0.066 0.050
H 4.100956 -3.572642 -0.936483 -0.017 0.001 0.002
H 5.596678 -2.798956 -0.383440 0.001 0.016 0.007
H 5.580678 -3.710119 -1.903538 0.006 -0.003 -0.013
C -3.528797 1.538734 5.821969 -0.020 -0.075 -0.089
C -3.899197 0.555182 4.806994 -0.048 0.099 0.175
N -4.192043 -0.214485 4.008615 -0.049 -0.077 0.059
H -3.864499 2.527157 5.516193 -0.001 0.017 0.003
H -3.993917 1.281022 6.770797 -0.003 0.002 0.016
H -2.447821 1.551342 5.945124 0.013 0.012 0.005
```
Forces are in eV/Å.

E_HOMO (eV): -9.854
Charge: 0
Frontier orbital gap (eV): 10.061